No. 1
Density functional theory data (ωB97M-V with the def2-TZVPD basis set) for a single C7H9FIN3O2 molecule.

Structure (XYZ):
```
23
Properties=species:S:1:pos:R:3:forces:R:3:lowdin_charge:R:1
C -1.63351 0.78903 -1.50244 1.25 -0.12 1.58 -0.124
C -3.03510 0.77417 0.05569 -2.00 0.29 0.34 -0.223
C -0.92641 1.06501 -0.30960 0.44 -0.92 -3.68 -0.339
C 2.80379 0.13569 0.52241 -0.32 0.19 -0.89 -0.481
C 0.51059 1.25025 -0.15802 1.15 0.17 1.65 -0.068
C 1.36457 -0.08266 0.04356 -3.20 -1.48 -1.11 -0.245
C -0.27144 -1.92448 0.44048 1.69 2.30 -4.18 -0.749
N -2.93553 0.62684 -1.22647 -0.86 -0.49 -0.54 0.058
N -1.85749 1.08638 0.62415 -1.62 -0.36 4.79 0.092
N 0.68490 -0.99891 0.93207 -1.11 -0.56 2.16 -0.051
O 3.63629 0.29530 -0.52013 0.23 0.17 0.59 0.143
O 3.14470 0.22361 1.66130 -0.24 -0.19 -0.06 0.150
F -1.06595 -2.37907 1.36392 -0.83 -0.22 0.66 0.020
I 0.83052 -3.73078 -0.51550 -0.22 0.12 0.23 0.545
H -1.25089 0.46205 -2.44203 0.42 0.48 -0.61 0.104
H -3.98689 0.72401 0.59794 0.67 0.07 -0.08 0.127
H 0.58739 1.89001 0.75169 0.76 -0.11 -0.72 0.141
H 0.85280 1.72704 -1.06777 0.40 0.49 0.12 0.120
H 1.11698 -0.66418 -0.95822 1.83 1.27 1.22 0.150
H -0.77248 -1.48838 -0.65450 0.89 -1.30 3.67 0.147
H -1.83408 1.08254 1.70185 0.72 0.29 -2.62 0.214
H 3.06147 0.21593 -1.27874 0.21 -0.10 -0.85 0.100
H 0.97575 -1.07942 1.93837 -0.26 0.02 -1.66 0.170
```
Forces are in eV/Å.

structure (SMILES)	O=C(O)[C@H](Cc1cnc[nH]1)N[C@H](F)I
E_tot	-26786.9903	eV
HOMO-LUMO gap	8.99	eV
E_HOMO	-0.320	hartree

No. 2
Density functional theory data (ωB97M-V with the def2-TZVPD basis set) for a 2-piece molecular cluster, C3H8O2 overall.

Structure (XYZ):
```
13
Properties=species:S:1:pos:R:3:forces:R:3:lowdin_charge:R:1
O -1.02162 2.66339 0.07285 -0.01 -0.17 -0.03 0.040
C -1.68247 2.02366 0.85717 0.18 0.92 -0.73 -0.290
C -2.31645 0.72184 0.48969 0.66 -0.70 1.12 -0.205
C -1.27610 -0.40688 0.79048 -1.02 -0.05 -0.73 -0.086
H -1.78331 2.45901 1.86529 -0.25 -0.46 0.32 0.121
H -2.58179 0.68157 -0.54532 -0.02 0.32 -0.68 0.102
H -3.20809 0.54160 1.08076 -0.19 0.02 0.13 0.102
H -0.30121 -0.12222 0.40731 0.19 0.05 0.30 0.073
H -1.58319 -1.28390 0.20521 0.09 0.04 0.36 0.073
H -1.28856 -0.66480 1.84796 0.37 0.04 -0.05 0.071
H 5.24747 -3.11359 -1.14989 -0.03 0.06 0.00 0.029
H 5.36546 -4.38156 -1.98435 -0.24 0.34 -0.03 0.038
O 4.87953 -3.54363 -1.92780 0.27 -0.40 0.03 -0.067
```
Forces are in eV/Å.

structure (SMILES)	CCC=O.O
E_tot	-7335.0630	eV
HOMO-LUMO gap	10.75	eV
E_HOMO	-0.358	hartree

No. 3
Density functional theory data (ωB97M-V with the def2-TZVPD basis set) for a 2-piece molecular cluster, CHN3O2 overall.

Structure (XYZ):
```
7
Properties=species:S:1:pos:R:3:forces:R:3:lowdin_charge:R:1
O 2.14650 -0.56284 -0.33213 -0.62 -0.50 0.07 0.178
C 1.20542 -1.24847 -0.26226 0.05 -0.07 -0.09 -0.446
N -0.29756 0.82876 0.76654 -0.12 -0.05 0.02 0.082
N -1.30547 0.73813 0.04970 -1.09 -0.18 -0.71 -0.289
N -2.24483 0.52396 -0.53823 1.16 0.27 0.76 0.213
O 0.28003 -1.95607 -0.22298 0.66 0.46 -0.02 0.178
H 0.21590 1.67653 0.53935 -0.04 0.07 -0.04 0.084
```
Forces are in eV/Å.

E_tot	-9617.4061	eV
HOMO-LUMO gap	11.07	eV
E_HOMO	-0.384	hartree